The following is a quantum chemistry calculation of a molecular structure, C40H58CsN6O2P2S in a non-equilibrium geometry, from OMol25.

Properties
LUMO energy (eV): 1.9
Largest force on an atom (eV/A): 2.03

Geometry as ORCA input:
```
! RIJCOSX wB97M-V def2-TZVPD def2/J DEFGRID3
* xyz -1 1
Cs -0.35814 -0.47309 -0.24424
C -3.64183 -4.16764 0.63259
C -2.34217 -4.37374 1.45167
N -1.85519 -3.15483 2.03915
C -2.27101 -2.78403 3.36233
C -3.72132 -2.28455 3.43840
S -4.13667 -0.90371 2.32171
C -5.32817 -1.66834 1.18222
C -4.80440 -2.12413 -0.18427
N -3.61606 -2.93782 -0.12334
H -4.48353 -4.12780 1.32483
H -3.81185 -5.05170 0.00608
H -1.57367 -4.76199 0.77928
H -2.53151 -5.15150 2.20813
H -0.87226 -3.00137 1.90367
H -1.60915 -1.98167 3.69302
H -2.17733 -3.60865 4.08863
H -3.91713 -1.93619 4.45352
H -4.42711 -3.09392 3.23919
H -6.09701 -0.91315 1.01177
H -5.81454 -2.48575 1.71854
H -4.54781 -1.24068 -0.76521
H -5.65455 -2.60951 -0.69219
H -3.14921 -3.01304 -1.01316
O 0.56179 -1.35535 2.17775
C 0.75206 -0.24992 2.66667
C 1.82825 0.06913 3.67880
C 2.45460 -0.59009 4.71396
C 3.34358 0.14413 5.50747
C 3.61884 1.47167 5.20462
C 3.00867 2.11487 4.11671
C 2.07141 1.41079 3.38380
P 0.96125 1.66361 1.87458
C -0.65918 2.36208 2.41424
C -1.20902 3.47461 1.76739
C -2.47538 3.94146 2.09073
C -3.22406 3.31274 3.07998
C -2.69406 2.21329 3.73891
C -1.42490 1.74469 3.40865
C 1.81379 3.35621 1.41122
C 2.59764 3.31948 0.25718
C 3.37205 4.40733 -0.14316
C 3.37296 5.57044 0.61702
C 2.59007 5.63602 1.76666
C 1.82291 4.54134 2.15118
H 2.26221 -1.63994 4.91081
H 3.82285 -0.32047 6.36214
H 4.31531 2.02323 5.82678
H 3.26306 3.13990 3.87517
H -0.65384 3.95963 0.97495
H -2.88713 4.78884 1.55320
H -4.21468 3.67551 3.32911
H -3.27353 1.70854 4.50420
H -1.02111 0.88636 3.93101
H 2.56828 2.41840 -0.35479
H 3.95585 4.35505 -1.05684
H 3.96758 6.42331 0.31267
H 2.57654 6.54423 2.36042
H 1.20664 4.61555 3.04550
C -3.29979 -1.59071 -3.96782
N -3.13034 -0.28408 -3.36793
C -4.38776 0.44255 -3.36904
C -2.10244 0.48435 -4.08662
C -1.70283 1.77005 -3.39179
C -2.29692 2.96099 -3.82134
C -2.00551 4.16532 -3.18481
C -1.10374 4.15230 -2.12459
C -0.50461 2.94830 -1.74025
C -0.75634 1.70079 -2.34323
H -3.57966 -1.53446 -5.03708
H -4.09018 -2.14348 -3.44881
H -2.36985 -2.15939 -3.89054
H -4.79146 0.56394 -4.39241
H -4.24249 1.43444 -2.94167
H -5.13423 -0.08698 -2.77852
H -2.47800 0.69243 -5.10939
H -1.22071 -0.15436 -4.17847
H -3.00515 2.95166 -4.64946
H -2.47203 5.08847 -3.50906
H -0.85512 5.07923 -1.61390
H 0.22029 3.00143 -0.92593
C 3.61208 -2.08137 -4.43242
N 2.68555 -1.54270 -3.46181
C 1.95773 -0.33878 -3.88543
P 2.59839 -1.93567 -1.86804
O 1.20901 -2.12852 -1.38499
N 3.46855 -3.35497 -1.71837
C 2.87884 -4.45126 -0.94765
C 4.91363 -3.26369 -1.57863
N 3.36769 -0.71821 -1.05442
C 3.36026 -0.78900 0.41336
C 4.44829 0.07602 -1.61383
H 3.08814 -2.25388 -5.37684
H 4.01619 -3.03359 -4.09596
H 4.44066 -1.39020 -4.63792
H 1.31142 -0.57284 -4.73526
H 2.64678 0.45914 -4.18627
H 1.32652 0.04632 -3.08228
H 1.79684 -4.43205 -1.03921
H 3.13629 -4.38390 0.11666
H 3.25023 -5.40729 -1.32727
H 5.30855 -2.40489 -2.12110
H 5.38403 -4.16052 -1.98961
H 5.21982 -3.17220 -0.52879
H 2.60157 -1.49694 0.74715
H 3.11678 0.18282 0.84455
H 4.33601 -1.10433 0.80264
H 4.44166 0.02211 -2.70203
H 5.42574 -0.26338 -1.24982
H 4.33193 1.12312 -1.32478
*
```

Here are the Mulliken charges for atoms 1 to 4, given in e: number 1, Cs, carries 1.981; number 2, C, carries -0.906; number 3, C, carries -0.951; number 4, N, carries 0.515

---

The following is a quantum chemistry calculation of a molecular structure, C33H40IrN7PSe, from OMol25.

Properties
LUMO energy (spin up / spin down) (eV): -5.8 / -8.3
Expectation value of S²: 8.802
Largest force on an atom (eV/A): 0.67

Geometry as ORCA input:
```
! RIJCOSX wB97M-V def2-TZVPD def2/J DEFGRID3
* xyz 2 6
Ir 0.50701 -0.62076 -0.13496
N 4.58882 0.48442 -0.85535
C 3.40449 0.18097 -1.37953
N 2.56619 -0.03815 -0.38326
C 3.31685 0.14683 0.74549
N 4.55511 0.46817 0.48697
C 2.69063 0.02184 2.05730
C 3.33139 0.32380 3.25133
N 2.69787 0.23890 4.41354
C 1.43148 -0.15117 4.39289
C 0.77673 -0.45924 3.20447
N 1.40998 -0.37035 2.04139
H 5.44798 0.70792 -1.33597
H 3.18101 0.15351 -2.43372
H 4.36718 0.64187 3.25721
H 0.91208 -0.22443 5.34057
H -0.25444 -0.78867 3.18918
C -1.60162 -3.64193 -2.17863
C -2.44905 -3.28105 -1.01038
C -2.38486 -3.99255 0.29409
P -1.72187 -0.62503 0.31803
C -3.14510 -0.30251 -0.84471
C -4.45199 -0.71828 -0.15925
C -3.25421 1.15032 -1.31593
C -1.74318 0.96191 1.22661
C -2.62826 1.37215 2.19241
C -2.71990 2.72546 2.55947
C -3.66448 3.17914 3.62394
C -1.93453 3.66455 1.86268
C -1.03199 3.28731 0.90258
C -0.85243 1.90918 0.62475
N 0.09373 1.39636 -0.19098
C 0.95149 2.23512 -0.96660
C 1.81262 3.15463 -0.35434
C 1.94190 3.33346 1.13892
C 2.65090 3.91089 -1.17015
C 2.68138 3.76187 -2.54822
C 3.57358 4.60827 -3.40929
C 1.85673 2.79068 -3.11605
C 0.99471 2.01603 -2.35603
C 0.16092 0.96690 -3.04305
H -1.90560 -4.62202 -2.57352
H -0.54539 -3.72208 -1.92677
H -1.71392 -2.92786 -2.99687
H -3.44723 -2.95069 -1.28493
H -1.37191 -4.04321 0.69094
H -2.73445 -5.02965 0.18625
H -3.02591 -3.52435 1.04547
H -2.94998 -0.94120 -1.70613
H -4.70983 -0.01362 0.63416
H -4.41393 -1.71725 0.27140
H -5.26236 -0.69221 -0.88889
H -3.58196 1.81042 -0.51263
H -4.01042 1.18894 -2.10213
H -2.32811 1.54453 -1.72702
H -3.30752 0.65977 2.64794
H -4.31253 2.37385 3.96284
H -4.28553 4.00169 3.26621
H -3.10720 3.55413 4.48617
H -2.05259 4.71609 2.09522
H -0.45012 4.02935 0.37406
H 1.28302 2.68791 1.71673
H 1.72460 4.36392 1.42517
H 2.96993 3.13407 1.44807
H 3.30867 4.63627 -0.70224
H 4.17240 5.29171 -2.81019
H 2.98190 5.20188 -4.10742
H 4.24993 3.99195 -4.00353
H 1.88075 2.63841 -4.18992
H 0.54951 0.77292 -4.04132
H -0.87830 1.27439 -3.15576
H 0.15085 0.00799 -2.50321
Se 1.63822 -2.75458 -0.14362
C 1.03414 -4.58166 -0.06810
C 0.78526 -5.24381 1.11908
C 0.48351 -6.60032 1.04449
N 0.40906 -7.27300 -0.09659
C 0.67766 -6.62375 -1.22354
C 1.01901 -5.27607 -1.26733
H 0.83405 -4.75407 2.08381
H 0.29185 -7.16057 1.95248
H 0.62665 -7.19747 -2.14185
H 1.25897 -4.80909 -2.21438
*
```

Here are the Mulliken charges for atoms 1 to 4, given in e: number 1, Ir, carries 3.423; number 2, N, carries 0.214; number 3, C, carries -0.840; number 4, N, carries 0.083

---

The following is a quantum chemistry calculation of a molecular structure, C17H21N4O5PtS2 in a non-equilibrium geometry, from OMol25.

Properties
LUMO energy (spin up / spin down) (eV): -8.3 / -8.8
Expectation value of S²: 0.757
Largest force on an atom (eV/A): 2.28

Geometry as ORCA input:
```
! RIJCOSX wB97M-V def2-TZVPD def2/J DEFGRID3
* xyz 2 2
Pt -1.53714 -0.42852 0.45467
S -3.62123 -2.86474 -0.52901
C -2.66846 -1.75364 -0.35854
O 1.60964 -0.69227 4.65127
C 1.30960 -1.46945 3.61008
C 2.26529 -2.40304 3.20232
C 2.01267 -3.27212 2.15780
C 0.79862 -3.23673 1.47925
C -0.14131 -2.31338 1.87787
C 0.09842 -1.39691 2.91908
C -0.89017 -0.35600 3.27598
O -0.81892 0.31789 4.26869
O -1.91893 -0.19053 2.42428
H 0.84780 -0.12710 4.86652
H 3.17882 -2.45457 3.78263
H 2.76052 -4.00327 1.87866
H 0.59300 -3.90894 0.65886
H -1.13176 -2.34313 1.36626
C -3.55119 3.65850 -3.47802
C -2.67308 3.89860 -2.24238
C -2.90545 2.87329 -1.18411
N -2.10328 1.91912 -0.89223
N -2.59759 1.14821 0.13897
C -3.78837 1.49285 0.61190
N -4.41629 0.84907 1.58462
S -4.37716 2.87385 -0.20894
H -3.33466 4.41744 -4.22753
H -4.61260 3.72942 -3.23445
H -3.35503 2.67789 -3.91133
H -2.89078 4.88430 -1.82797
H -1.61796 3.86564 -2.50622
H -3.95802 0.08242 2.05666
H -5.31442 1.15747 1.91680
O 0.42922 0.58553 -0.13271
C 0.92682 -0.18699 -0.99205
O 0.48430 -1.32045 -1.30318
C 2.16741 0.32612 -1.72936
N 2.65186 -0.82340 -2.59038
C 3.98851 -1.28367 -2.05059
C 4.01833 -0.73519 -0.63036
C 3.32438 0.62295 -0.77265
H 1.87031 1.17834 -2.33536
H 2.69321 -0.59946 -3.58056
H 1.91569 -1.53359 -2.43753
H 4.77539 -0.84254 -2.65640
H 4.05389 -2.36603 -2.11606
H 5.03848 -0.64569 -0.26440
H 3.46327 -1.38206 0.05036
H 4.00230 1.35672 -1.20842
H 2.94610 1.01782 0.16718
*
```

Here are the natural (NBO) charges for atoms 1 to 4, given in e: number 1, Pt, carries 1.381; number 2, S, carries 0.583; number 3, C, carries -0.336; number 4, O, carries -0.626

---

The following is a quantum chemistry calculation of a single C22H20FNO4S molecule in a non-equilibrium geometry, from OMol25.

Properties
LUMO energy (eV): 0.4
SMILES: NS(=O)(=O)c1ccc(F)cc1-c1ccc2c(c1)OC[C@H](Cc1ccccc1)[C@H]2O
Largest force on an atom (eV/A): 4.21

Geometry as ORCA input:
```
! RIJCOSX wB97M-V def2-TZVPD def2/J DEFGRID3
* xyz 0 1
N 4.41620 -0.53439 1.20384
S 4.29235 1.09375 1.73467
O 5.70798 1.52862 1.90760
O 3.55090 1.82271 0.62668
C 3.32134 0.90799 3.33849
C 3.85936 1.51797 4.52708
C 3.16715 1.53644 5.72668
C 2.04618 0.77776 5.89499
F 1.39294 0.50250 7.04542
C 1.51232 0.05722 4.77908
C 2.12934 0.18110 3.50470
C 1.59025 -0.40627 2.30068
C 1.46043 -1.80021 2.04656
C 1.00286 -2.15981 0.80494
C 0.31732 -1.21691 -0.06374
C 0.25816 0.14402 0.32981
C 0.93970 0.56303 1.46473
O -0.55162 1.11888 -0.20878
C -1.53302 0.58512 -1.17828
C -1.04638 -0.58993 -2.12653
C -2.18387 -1.17615 -2.98518
C -3.20801 -0.16191 -3.49835
C -2.83979 0.80416 -4.41004
C -3.77635 1.76717 -4.80198
C -5.12474 1.47853 -4.48338
C -5.53869 0.46324 -3.61210
C -4.53089 -0.27865 -3.04493
C -0.49915 -1.71381 -1.24037
O 0.14759 -2.77358 -2.00093
H 5.13791 -0.57455 0.49114
H 3.49529 -0.72250 0.79585
H 4.92205 1.93082 4.42967
H 3.66423 2.02481 6.53763
H 0.59393 -0.56029 4.84860
H 1.85903 -2.52961 2.73716
H 1.07342 -3.13531 0.53085
H 1.03213 1.62821 1.62015
H -1.89318 1.48551 -1.69249
H -2.34705 0.18731 -0.52874
H -0.33143 -0.19695 -2.88101
H -1.75435 -1.72120 -3.86145
H -2.68931 -1.99064 -2.42751
H -1.79836 0.87110 -4.80756
H -3.64134 2.62603 -5.46905
H -5.85300 2.11145 -5.07195
H -6.50255 0.26658 -3.21683
H -4.66279 -1.00310 -2.22271
H -1.28415 -2.27620 -0.72574
H 0.69964 -2.46005 -2.66736
*
```

Here are the natural (NBO) charges for atoms 1 to 4, given in e: number 1, N, carries -1.033; number 2, S, carries 2.154; number 3, O, carries -0.906; number 4, O, carries -0.911

---

What are the energy above the lowest of the compared OMol25 structures with the same formula, charge and spin values for these records? In order: 44.8 192.7 137.0 0.0 kJ/mol.
What are the E_tot values for these records? In order: -3139.009971 -4511.273361 -2170.690101 -1704.010692 a.u..